No. 1
Below is a cluster of 2 separate species, C4H8N2 in total, with properties calculated with ωB97M-V/def2-TZVPD.

Cartesian coordinates (Å):
H -1.226 -1.074 1.177
N -1.559 -0.213 0.744
C -0.888 0.203 -0.257
C -1.056 -0.591 -1.711
H -0.962 1.246 -0.559
H -2.040 -0.262 -2.037
H -0.983 -1.664 -1.568
H -0.314 -0.251 -2.430
C 1.519 0.602 1.555
C 1.187 0.186 0.193
N 1.557 -0.315 -0.811
H 2.598 0.651 1.693
H 1.083 -0.102 2.265
H 1.084 1.583 1.746

## Properties
ΔE to the lowest compared entry with this formula, charge and spin, kcal per mole: 78.38
SMILES: [H]/N=C\C.CC#N
E_HOMO (alpha / beta), eV: -8.515 / -8.514

---

No. 2
Below is the ion C4H9N4O with charge +1, with properties calculated with ωB97M-V/def2-TZVPD.

Cartesian coordinates (Å):
C -1.764 1.276 0.316
N -0.792 0.338 -0.258
N -1.275 -1.012 -0.662
C -0.625 -1.923 0.101
N 0.346 -1.493 0.746
C 0.452 -0.095 0.586
C 1.652 0.241 -0.408
N 2.857 0.028 0.014
O 1.343 0.782 -1.488
H -1.705 2.275 -0.124
H -2.755 0.942 0.032
H -1.724 1.199 1.369
H -0.126 0.730 -1.087
H -2.309 -1.062 -0.915
H -0.882 -2.909 0.177
H 0.459 0.643 1.485
H 3.294 -0.251 0.856
H 3.554 0.292 -0.740

## Properties
Net charge: +1
ΔE to the lowest compared entry with this formula, charge and spin, kcal per mole: 44.70
SMILES: C[N@@H+]1NC=N[C@H]1C(N)=O
E_HOMO, eV: -14.226

---

No. 3
Below is the molecule C4H5NO, with properties calculated with ωB97M-V/def2-TZVPD.

Cartesian coordinates (Å):
C -1.745 -0.070 0.103
C -0.227 -0.217 0.091
C 0.801 0.763 -0.300
C 1.967 0.081 -0.116
O 1.683 -1.178 0.341
N 0.328 -1.339 0.459
H -2.304 -1.018 0.132
H -2.092 0.516 0.963
H -2.061 0.457 -0.801
H 0.603 1.781 -0.651
H 3.047 0.225 -0.222

## Properties
ΔE to the lowest compared entry with this formula, charge and spin, kcal per mole: 34.52
SMILES: Cc1ccon1
E_HOMO, eV: -9.999

---

> Among the records above, which one has the lowest ΔE to the lowest compared entry with this formula, charge and spin?

C4H5NO

---

> The highest ΔE to the lowest compared entry with this formula, charge and spin belongs to which entry?

C4H8N2